Entry from the Open Molecules 2025 dataset: C43H49BrIrN6O5SSi2 as an isolated structure (the ωB97M-V functional and the def2-TZVPD basis).

The geometry in XYZ format:
```
108
Properties=species:S:1:pos:R:3
Ir -0.20909 0.10512 0.49981
Br -0.68058 -1.92938 -6.91777
S -2.53238 -0.68098 0.02367
Si 2.13753 0.92487 1.12270
Si 0.05966 -2.65542 2.82892
O -0.86514 0.28491 -2.13777
O 1.10827 2.68816 -1.99112
O -1.28693 2.10412 1.72470
O -0.41490 6.43437 -0.02180
O 0.82480 -1.50061 -1.09666
N -3.43098 -0.73788 2.49621
N 2.55501 -3.38001 -1.42646
N -4.55150 0.68968 0.98746
N 0.35569 4.53498 -0.93261
N 2.79062 -4.36875 -3.41240
N -0.17846 2.40350 -0.14513
C -0.37568 -0.65992 -2.97558
C 5.37909 2.46857 -0.90364
C 5.30686 -5.68267 -0.50455
C 4.35829 -0.90677 4.83125
C 3.70843 -4.95098 -2.58529
C 4.37195 -4.69220 -0.26916
C 5.64134 1.56786 -1.92183
C 0.74343 -2.66222 -4.57883
C -0.85481 2.90637 0.88845
C -0.70670 4.89553 2.43109
C -0.16762 -1.77483 -5.08833
C 3.19047 -0.18111 5.00161
C -6.44409 2.05156 1.59018
C -4.24516 -0.35502 3.45702
C 1.71673 -3.23048 2.08152
C 4.86136 -1.10283 3.55610
C 3.74127 0.26780 -1.24772
C 4.29552 2.27246 -0.07108
C -5.38158 1.06491 1.94386
C -1.29623 -3.84961 2.22076
C 3.00737 0.11615 2.60977
C 4.18483 -0.61256 2.45460
C 5.44579 -6.29886 -1.74783
C -3.22994 3.94480 -0.34762
C -1.11445 4.39314 1.02834
C 2.53151 0.32950 3.90240
C -2.63236 4.65367 0.86091
C 0.77400 4.74080 2.75122
C 4.81820 0.46952 -2.09305
C -1.75083 1.22732 -2.69680
C -0.37240 5.22612 -0.00670
C 2.11995 -3.42570 -2.68087
C 0.46159 3.14278 -1.07737
C 1.11808 -2.56634 -3.22934
C 3.55067 -4.31645 -1.32952
C -3.59454 -0.18261 1.29609
C -0.38109 -0.84293 2.48961
C -5.26224 0.56016 3.24387
C 3.47102 1.16142 -0.22058
C 4.64454 -5.94001 -2.81458
C 0.52155 -1.57973 -2.41843
C -0.72145 -0.75974 -4.32117
C 0.13254 -2.79565 4.74531
H 0.99698 5.22582 3.70010
H -2.63820 4.14327 -1.23970
H -1.15582 -4.84478 2.63325
H 4.86911 -1.31952 5.68711
H -1.28816 -3.93653 1.13992
H 5.02192 -0.23656 -2.88458
H 6.02246 3.32199 -0.75237
H -1.40330 -0.06436 -4.77756
H -0.97300 5.95257 2.48043
H 1.89034 -4.27283 2.33551
H 0.17899 -0.20646 3.16941
H 0.88446 5.08299 -1.60489
H 3.11454 -0.59927 -1.38948
H 1.39322 5.20147 1.98305
H -7.34663 1.85630 2.16511
H -0.82083 -2.52554 5.18879
H -1.25031 1.82675 -3.46242
H 6.19415 -7.06546 -1.87860
H -1.43966 -0.71574 2.72353
H 1.15914 -3.42716 -5.21194
H 5.78787 -1.64014 3.42068
H -3.14566 4.31208 1.76133
H 4.58159 -0.76484 1.46120
H -2.77084 5.73376 0.77292
H 2.64555 -4.58700 -4.38061
H 4.09637 2.97909 0.72160
H 1.99894 2.32135 1.66909
H 2.80186 -0.00752 5.99465
H -1.29094 4.34715 3.17048
H 5.95867 -5.99561 0.29689
H 0.89736 -2.15094 5.16548
H -4.07429 -0.79677 4.42884
H 1.71364 -3.15709 1.00084
H 1.64154 0.92283 4.05219
H -3.26788 2.87082 -0.17160
H 1.53844 -2.19756 -0.91272
H -6.09761 3.05678 1.83019
H -6.66006 2.00120 0.52667
H 4.74121 -6.40219 -3.78396
H -2.05313 1.86801 -1.87679
H 2.55794 -2.65277 2.45103
H 4.28343 -4.22248 0.69718
H -4.24444 4.29383 -0.53114
H -2.28027 -3.50116 2.51553
H -2.63678 0.74434 -3.11985
H -5.92596 0.86023 4.03768
H 1.03953 3.68917 2.83720
H 0.35658 -3.81236 5.04800
H 6.47583 1.73149 -2.58527
```

Total charge = 0
Gap between HOMO and LUMO (alpha / beta) = 5.33 / 4.79 eV
LUMO energy (alpha / beta) = 0.002 / -0.124 Ha
Spin multiplicity = 6
⟨S²⟩ = 8.80

***

Entry from the Open Molecules 2025 dataset: C25H23BrN7O4PSe2Te2W as an isolated structure (the ωB97M-V functional and the def2-TZVPD basis).

The geometry in XYZ format:
```
66
Properties=species:S:1:pos:R:3
W 11.86366 11.65866 11.88393
Te 13.83348 13.82915 9.78201
Te 12.57219 14.57827 12.01826
Br 6.44471 10.12841 7.73476
Se 12.63611 11.60800 9.49227
Se 13.78465 12.15741 13.02439
P 9.82694 7.74858 10.31666
O 10.05473 12.13015 11.21792
O 10.86525 10.40902 13.19395
O 10.53630 12.08436 14.59143
O 9.52120 14.18340 11.76658
N 11.19497 8.79416 15.25794
N 12.12619 9.39744 11.19734
N 12.50658 7.36802 10.39117
N 9.33207 8.08841 7.45349
N 7.33630 7.99213 11.55361
N 8.48133 9.91614 11.66546
N 10.43832 9.70564 8.50826
C 10.40544 9.83975 15.38768
C 8.09239 13.08876 10.18104
C 7.24887 10.10398 12.20175
C 6.88313 6.71618 11.01516
C 9.21826 8.86196 17.31802
C 7.86163 11.91565 9.47405
C 5.97138 12.81756 8.41312
C 9.60456 9.06640 6.54944
C 9.42318 9.91964 16.42288
C 9.83321 8.53639 8.64611
C 13.69956 7.89216 10.75695
C 8.65773 6.86482 7.02741
C 10.33362 10.05750 7.18547
C 12.42811 6.14074 9.57961
C 6.75998 11.74963 8.69141
C 8.53090 8.64748 11.23655
C 6.22363 14.06182 9.02372
C 10.54979 10.90262 14.33528
C 13.47683 9.11278 11.27464
C 11.00822 7.78972 16.12318
C 11.53130 8.30169 10.71331
C 6.52828 8.91998 12.10639
C 7.20440 14.17040 9.95155
C 10.09189 7.80487 17.17099
C 9.27566 13.18577 11.15926
H 11.58629 6.89680 16.01764
H 14.60534 7.31244 10.64191
H 6.96693 11.08318 12.52272
H 10.68654 10.98479 6.78092
H 5.52509 8.65735 12.39015
H 8.74371 10.72234 16.33688
H 13.02092 5.30244 10.02335
H 10.10686 6.91211 17.73456
H 12.79714 6.40978 8.58269
H 8.39914 8.95053 18.06001
H 7.75903 6.06862 10.88840
H 5.11315 12.75404 7.74295
H 6.44909 6.90223 10.00804
H 11.39641 5.76711 9.54836
H 9.09230 6.54552 6.07566
H 14.15888 9.80443 11.63810
H 6.10413 6.27256 11.62821
H 7.60971 7.01104 6.88800
H 5.60732 14.85824 8.69684
H 9.27545 9.05666 5.50266
H 8.87421 6.07759 7.75295
H 8.60357 11.11981 9.60718
H 7.48362 15.07499 10.46152
```

Total charge = 0
Gap between HOMO and LUMO (alpha / beta) = 6.12 / 6.05 eV
LUMO energy (alpha / beta) = -0.018 / -0.039 Ha
Spin multiplicity = 3
⟨S²⟩ = 2.07

***

Entry from the Open Molecules 2025 dataset: C18H30GaN2OSSi2 as an isolated structure (the ωB97M-V functional and the def2-TZVPD basis).

The geometry in XYZ format:
```
55
Properties=species:S:1:pos:R:3
Ga 0.30154 -0.58018 0.44708
S 1.18332 -0.89971 2.78102
Si 0.60412 2.55305 -0.34324
Si -2.28196 1.22849 0.76816
O 0.50243 -0.56339 -1.63556
N -0.50704 -2.26201 0.06970
N 2.29430 -0.87896 0.42723
C -0.75609 -2.57221 -1.24795
C 2.52753 -1.19184 1.72576
C 4.77749 -1.87602 1.17744
C 3.77447 -1.67013 2.10296
C 4.53340 -1.52373 -0.17376
C -3.07183 0.61944 -0.83870
C 3.30298 -1.03594 -0.49718
C -2.93767 0.13157 2.15368
C 0.28923 2.33233 -2.21375
C 0.10319 4.30010 0.07480
C -1.75530 -4.65091 -0.55207
C -1.44568 -4.34058 0.76846
C -0.37483 1.27082 0.69202
C -0.33704 -1.66573 -2.30334
C -1.39031 -3.76080 -1.55393
C -2.99854 2.95116 1.02176
C 2.47447 2.64227 -0.01487
C -0.83975 -3.15005 1.05926
H -2.89534 1.35946 -1.64961
H -2.34917 0.23416 3.08241
H -0.88958 4.58408 -0.30929
H -2.70139 -0.35767 -1.17387
H 3.03964 1.76558 -0.39037
H -0.07421 1.42548 1.73898
H 5.74207 -2.27680 1.50470
H 3.03400 -0.64529 -1.45616
H -2.89054 -0.94358 1.86519
H -4.09894 2.86806 1.20552
H -1.60053 -4.02945 -2.57072
H 0.85993 4.97802 -0.37253
H 2.92586 3.51870 -0.52819
H 1.15438 1.88829 -2.78926
H -0.62511 1.73635 -2.44605
H 0.07348 3.31925 -2.70526
H 5.27442 -1.63716 -0.93473
H -2.85457 3.62082 0.14007
H -1.67557 -5.00004 1.58982
H -2.49297 3.41773 1.89254
H 0.13460 4.52099 1.17677
H -0.65262 -2.84980 2.09418
H -4.16395 0.49453 -0.68374
H 2.66247 2.78006 1.07774
H 0.38403 0.31396 -2.07887
H -4.01647 0.38124 2.34395
H -2.24619 -5.58025 -0.82572
H 0.27809 -2.13977 -3.09140
H 3.90559 -1.97003 3.13764
H -1.21382 -1.18395 -2.73877
```

Total charge = +1
Gap between HOMO and LUMO = 7.22 eV
LUMO energy = -0.136 Ha

***

Entry from the Open Molecules 2025 dataset: a 2-piece molecular cluster, C5H12O2 overall (the ωB97M-V functional and the def2-TZVPD basis).

The geometry in XYZ format:
```
19
Properties=species:S:1:pos:R:3
O 1.14530 -2.56371 1.52916
O 0.46586 -1.99821 -0.95448
C -0.47759 -1.21234 -0.77881
C -0.49572 1.84911 -1.36472
C 0.00116 0.65439 0.86887
C 0.52327 1.32658 -0.33464
C -0.75815 -0.63571 0.63234
H 1.07045 2.23576 0.15657
H -1.44072 1.16163 -1.50167
H -0.60276 -1.42885 1.46581
H 1.95358 -2.93816 1.79822
H -0.19398 2.15924 -2.34080
H -0.40568 1.28210 1.65413
H -1.13591 2.74938 -1.10552
H 1.10419 -2.37995 0.47678
H -1.87181 -0.37890 0.69224
H 0.93214 0.41866 1.53373
H 1.26661 0.76367 -0.80066
H -1.08025 -1.06468 -1.62656
```

Total charge = 0
Gap between HOMO and LUMO = 10.95 eV
LUMO energy = 0.022 Ha
SMILES string = CCCCC=O.O